The following is a DFT calculation (ωB97M-V with the def2-TZVPD basis set) of a 5-piece molecular cluster, C14H34N2O13S2 overall at a distorted geometry.

```
65
Properties=species:S:1:pos:R:3
C -0.288 0.675 0.403
N -0.438 1.906 1.308
C 0.191 3.084 0.627
C -1.925 2.193 1.523
C 0.206 1.604 2.674
C -0.529 0.467 3.484
O 0.293 -0.133 4.395
H -0.805 0.785 -0.523
H -0.877 -0.296 0.578
H 0.683 0.308 0.569
H 0.316 3.865 1.254
H -0.003 3.559 -0.288
H 1.245 2.741 0.666
H -2.260 2.870 0.607
H -2.041 2.924 2.248
H -2.436 1.328 1.763
H 0.287 2.519 3.343
H 1.299 1.408 2.368
H -1.001 -0.327 2.891
H -1.468 1.014 3.828
H 0.597 -0.971 4.134
N 1.784 -2.054 2.318
O 0.767 -2.116 1.551
O 1.783 -2.413 3.483
O 2.643 -1.023 2.141
O 2.948 1.319 -3.894
S 2.117 2.152 -3.006
O 0.708 1.819 -2.708
O 2.770 2.057 -1.450
C 4.133 1.536 -1.303
C 4.395 1.578 0.252
C 2.268 3.794 -3.541
H 4.885 2.210 -1.814
H 4.081 0.674 -1.776
H 3.435 1.064 0.826
H 4.441 2.737 0.645
H 5.426 1.133 0.526
H 3.474 3.799 -3.841
H 2.115 4.683 -2.824
H 1.488 3.972 -4.322
O -3.686 -0.438 0.313
S -4.392 -1.321 -0.546
O -4.143 -1.301 -2.037
O -3.923 -2.868 -0.144
C -2.730 -2.897 0.519
C -2.291 -4.356 0.563
C -6.127 -1.175 -0.298
H -2.774 -2.611 1.429
H -1.742 -2.390 -0.011
H -2.088 -4.651 -0.583
H -2.985 -5.027 0.952
H -1.343 -4.291 1.061
H -6.565 -2.156 -0.901
H -6.522 -0.206 -0.346
H -6.634 -1.252 0.544
C 1.266 -3.031 -1.690
C 2.040 -1.799 -1.826
O 1.192 -0.882 -2.455
C 0.021 -1.393 -2.483
O -1.081 -0.819 -2.916
O 0.071 -2.655 -2.060
H 1.001 -3.434 -0.686
H 1.432 -4.032 -2.174
H 2.908 -2.090 -2.430
H 2.386 -1.368 -0.912
```

The value obtained for the molar mass is 502.56 g/mol. As for the HOMO energy: -8.23 eV. Its largest force on an atom is 8.592 eV Å⁻¹. For the calculated total energy, the calculation gives -66322.4380 eV. As for the relative energy (zero: lowest compared OMol25 entry of this formula, charge and spin): 0.000 eV.